(1)
15
Properties=species:S:1:pos:R:3:forces:R:3 method="wB97M-V/def2-TZVPD" orbital_gap_ev=8.27 spin_multiplicity=1 total_energy_ev=-18090.468 de_lowest_kj_mol=315.9 charge=0
C 1.52535 -1.40870 0.16221 3.28 -1.05 -0.21
C 0.13885 -0.86299 -0.12303 3.21 0.32 1.20
C 0.34373 0.63716 0.03605 -0.88 1.16 -3.74
C -2.33963 0.85190 0.13478 -0.97 -1.40 -1.22
H 1.93763 -1.26712 1.27144 -1.00 0.46 -2.41
H 2.26220 -1.00434 -0.64611 -0.96 -0.68 1.92
H 1.59812 -2.51018 0.10198 -0.41 0.33 -0.34
H -0.42906 -1.41261 0.61670 -1.07 0.86 -0.34
H -0.14483 -0.97301 -1.17745 -0.26 -0.45 0.49
H 1.46159 2.25474 -0.57462 -0.69 0.46 0.13
H -0.85086 2.14752 0.56661 -0.69 2.31 0.41
H -2.99243 1.77388 0.13262 0.17 -1.33 0.36
N 1.41811 1.24912 -0.52806 -4.14 -2.74 3.24
N -1.08730 1.25276 0.27489 4.77 -0.55 0.02
S -2.84149 -0.72811 -0.24801 -0.36 2.28 0.50

(2)
92
Properties=species:S:1:pos:R:3:forces:R:3 method="wB97M-V/def2-TZVPD" orbital_gap_ev=7.06 spin_multiplicity=1 total_energy_ev=-50594.363 de_lowest_kj_mol=313.2 charge=0
C -8.36992 19.71778 -8.93407 1.37 -2.92 2.76
O -7.21625 19.32260 -8.79779 0.66 0.32 0.46
N -8.81434 20.26095 -9.99867 -0.84 1.92 -2.97
N -9.39445 19.50087 -8.08009 0.12 -0.16 1.18
H -9.78338 20.50523 -9.85247 0.44 0.92 -1.79
H -8.09754 20.54273 -10.65205 -0.77 0.51 -0.78
H -9.27511 18.93215 -7.25400 -0.17 0.09 -0.42
H -10.25401 19.81980 -8.50381 -0.21 -0.85 1.42
C -7.96317 20.33810 -13.59865 -0.05 -0.11 -1.66
O -7.41270 21.05284 -12.50924 -0.77 0.93 0.70
C -7.11425 22.45751 -12.80590 1.14 -0.14 0.27
C -6.59444 23.35006 -11.64116 0.62 -2.09 0.15
N -5.32059 22.81042 -11.06593 -1.75 -0.22 -1.90
C -4.86186 23.71059 -10.09089 1.21 0.05 1.92
C -3.78737 23.03397 -9.25899 0.45 -1.13 -0.37
O -4.44123 21.95791 -8.56745 -0.22 -0.34 0.40
C -3.80569 21.45662 -7.37930 0.00 1.99 -0.23
H -8.31693 19.31625 -13.46166 0.80 -0.12 1.33
H -7.25552 20.27678 -14.42544 0.46 -0.03 0.04
H -8.85608 20.71177 -14.09984 -0.28 1.26 0.47
H -7.96462 22.97888 -13.24538 -0.12 -0.31 -0.30
H -6.23344 22.41991 -13.44688 -0.29 0.12 -0.71
H -7.36067 23.47617 -10.87625 -0.16 0.13 0.28
H -6.30676 24.32941 -12.02354 -0.44 0.02 -0.37
H -5.50511 21.92506 -10.61628 -0.09 -0.26 0.05
H -5.63611 23.91769 -9.35215 -0.36 0.65 0.10
H -4.46824 24.63408 -10.51555 -0.10 0.08 -0.15
H -3.19262 23.74323 -8.68339 -0.48 0.06 0.84
H -3.04122 22.53649 -9.87858 0.16 0.13 -0.54
H -3.86081 22.31552 -6.71045 0.27 -0.02 0.66
H -2.74415 21.26875 -7.54034 0.03 -0.47 -0.12
H -4.33463 20.64472 -6.88016 -0.10 -0.18 -0.69
C -5.81650 16.56894 -13.90343 0.53 0.88 0.61
O -6.54235 17.39482 -12.99625 -1.44 -0.81 -0.60
C -5.91880 18.07394 -11.92775 0.95 1.12 -1.76
C -5.28843 17.21434 -10.93099 -1.32 -1.66 1.58
N -4.82682 17.88561 -9.72324 1.43 0.39 -1.45
C -3.74869 18.86819 -9.99955 -0.43 -0.42 2.21
C -2.48955 18.37849 -10.68201 0.14 0.89 0.25
O -1.70749 17.34210 -10.10571 -0.27 -0.82 0.80
C -1.34679 17.44749 -8.69468 -1.02 0.63 -1.13
H -6.44956 16.17025 -14.69613 -0.48 0.18 0.39
H -5.31856 15.73123 -13.41517 0.05 -0.04 0.08
H -5.08177 17.19666 -14.40766 0.45 -0.04 -0.07
H -6.62241 18.81780 -11.55399 -0.11 -0.28 0.12
H -5.04956 18.60516 -12.31548 -0.02 0.88 -0.60
H -4.56966 16.61749 -11.49245 0.49 -0.18 0.72
H -6.06051 16.56303 -10.52138 -0.05 -0.65 -0.32
H -5.59200 18.49729 -9.47737 -0.45 -0.28 0.57
H -3.52189 19.19137 -8.98356 0.54 0.20 0.14
H -4.17432 19.78364 -10.41051 0.44 0.12 -0.87
H -1.82497 19.23997 -10.74750 0.02 0.47 -0.17
H -2.77522 18.14000 -11.70651 0.48 -0.67 -0.06
H -0.90688 18.42605 -8.50234 0.41 0.07 -0.02
H -0.66813 16.63593 -8.43221 0.00 0.13 -0.38
H -2.22395 17.39340 -8.04988 -0.21 -0.21 -0.09
C -11.36227 26.85714 -8.17888 -0.30 -2.29 -0.37
O -10.63413 25.70927 -7.62222 0.93 0.89 -0.65
C -10.16583 24.64422 -8.50356 -1.40 -0.11 0.06
C -9.34243 23.68606 -7.69012 0.75 0.55 0.10
N -7.98135 24.22645 -7.58395 0.59 0.03 1.85
C -7.06707 23.36709 -6.79684 0.97 -1.30 -0.09
C -7.31164 23.14635 -5.24549 -0.56 0.23 -1.61
O -6.95076 24.27746 -4.48037 1.85 0.43 0.25
C -5.50933 24.51705 -4.49797 -0.20 1.00 0.43
H -10.91560 27.24211 -9.09561 0.30 0.19 0.24
H -11.59754 27.62195 -7.43875 0.81 -0.19 0.20
H -12.33471 26.44308 -8.44535 -0.31 0.14 -0.35
H -9.59544 24.83348 -9.41291 0.22 1.28 0.12
H -11.03934 24.11675 -8.88678 -0.48 -0.15 0.09
H -9.23460 22.72356 -8.19019 -0.47 -0.17 0.12
H -9.81698 23.64886 -6.70955 -0.18 -0.68 0.11
H -8.09282 24.98869 -6.93075 -0.03 1.02 -0.34
H -6.02141 23.65176 -6.91375 -0.01 1.10 0.08
H -6.91731 22.46386 -7.38831 -0.76 -0.84 0.44
H -6.83550 22.27373 -4.79836 0.23 -0.30 -0.56
H -8.38861 23.01316 -5.14305 -0.07 0.09 0.42
H -5.11751 25.01300 -3.60993 -1.04 0.00 0.76
H -5.23203 25.28336 -5.22184 -0.18 -0.44 -0.76
H -4.82272 23.67103 -4.52828 -0.62 -0.62 -0.65
O -11.30865 19.10818 -5.30031 -0.25 0.22 -0.07
H -11.94845 18.41292 -5.14704 -0.08 -0.34 0.09
H -11.80855 19.80482 -5.72578 -0.02 0.29 0.01
O -8.72301 18.40923 -5.29348 0.39 -0.28 -0.03
H -8.67065 18.09140 -4.39211 0.16 -0.12 0.19
H -9.55984 18.87192 -5.33658 -0.48 0.19 0.16
O -6.10996 18.66143 -6.28372 0.87 0.05 0.54
H -7.01979 18.46567 -6.05984 -0.31 0.06 0.04
H -6.15890 19.07866 -7.14381 -0.29 -0.06 -0.49
O -11.56895 20.88893 -8.93612 -0.40 0.32 -0.20
H -12.13451 21.23121 -9.62837 -0.17 0.12 -0.32
H -12.15329 20.76493 -8.18819 -0.13 0.01 0.24

(3)
19
Properties=species:S:1:pos:R:3:forces:R:3 method="wB97M-V/def2-TZVPD" orbital_gap_ev=8.03 spin_multiplicity=1 total_energy_ev=-14773.380 de_lowest_kj_mol=180.5 charge=+1
C -0.72826 1.72330 0.32552 2.01 2.64 1.50
C 0.58818 1.31142 0.21063 -0.71 1.07 0.05
C -1.95786 1.08845 0.39846 -1.46 -2.88 0.07
C 1.14795 -0.00598 0.20103 0.05 -1.04 1.10
C 0.62177 -1.12139 0.74554 0.68 -0.15 -0.91
C -2.19135 -0.11404 -0.17146 -0.08 -0.79 -0.06
N -1.35498 -0.90837 -0.90160 -0.59 2.57 1.64
N 2.52395 -0.24751 -0.43194 -1.62 0.02 -2.19
F 1.20235 -2.30705 0.51928 1.21 -0.52 -0.32
F -3.36314 -0.78062 0.09454 1.54 0.82 -0.34
H -0.85859 2.82085 0.65455 0.68 -1.63 -0.75
H 1.30431 2.10713 0.39207 0.08 0.03 -0.35
H -2.68336 1.24088 1.18961 -0.17 1.19 -0.40
H -0.25847 -1.39050 1.26142 -0.95 1.15 0.68
H -1.76664 -1.70770 -1.14201 -2.09 -4.01 -1.37
H -0.59660 -0.69719 -1.48284 0.77 1.27 -0.48
H 2.51265 -1.28362 -0.66955 0.33 1.38 0.08
H 3.34691 -0.08329 0.16101 -0.32 0.36 -0.15
H 2.51120 0.35524 -1.35427 0.63 -1.48 2.21

(4)
11
Properties=species:S:1:pos:R:3:forces:R:3 method="wB97M-V/def2-TZVPD" orbital_gap_ev=8.15 spin_multiplicity=1 total_energy_ev=-28833.290 de_lowest_kj_mol=366.0 charge=0
C 0.10385 0.60522 0.03896 -0.62 2.69 -0.64
C -1.34776 -0.17334 0.27633 0.83 -2.54 0.21
H 0.47082 2.59127 -0.20042 3.45 3.68 0.25
H -1.27075 2.10501 -0.07996 3.02 0.64 -0.33
H 3.10513 -1.70882 -0.54998 -2.87 1.75 1.81
H -0.09281 -2.71707 -0.23861 -3.11 2.15 0.16
N -0.20253 1.96334 -0.23105 -7.05 -6.30 0.70
N 1.36234 0.30996 0.01270 -1.58 -0.05 -0.46
O -2.37671 0.26933 0.71365 1.78 0.87 -0.80
S 1.81216 -1.22412 0.40517 3.00 -2.76 -0.92
S -1.56375 -2.02077 -0.14679 3.18 -0.12 0.01

(5)
28
Properties=species:S:1:pos:R:3:forces:R:3 method="wB97M-V/def2-TZVPD" orbital_gap_ev=10.89 spin_multiplicity=1 total_energy_ev=-18726.052 de_lowest_kj_mol=543.5 charge=+1
O -0.02278 0.61516 0.03619 -2.53 0.54 -3.18
H 0.47957 0.97198 -0.78512 -0.47 -0.59 1.39
H 0.56239 0.27386 0.66791 2.42 -0.93 1.90
H -0.68980 -0.16770 -0.16189 0.85 1.62 0.46
O 1.69895 -2.84252 0.71082 -2.10 -3.87 -0.28
H 1.96216 -1.97499 0.84586 0.16 2.56 1.09
H 0.85261 -3.07823 1.20223 2.28 1.04 -0.66
O 2.05919 1.18444 -1.75790 1.61 -1.66 2.59
H 1.65492 1.37122 -2.55662 -0.93 0.40 -2.94
H 2.71240 0.44792 -1.90526 -0.98 1.14 0.08
O -3.31029 -0.40749 0.23925 -1.91 -0.90 -0.68
H -4.23590 -0.63107 -0.02829 0.28 1.31 0.78
H -3.00680 -1.23199 -0.13929 1.43 -0.30 0.03
O -1.59361 0.50023 -2.02639 -0.57 0.35 -3.20
H -2.45187 1.03432 -2.35289 3.15 -2.04 0.74
H -1.04300 0.12620 -2.84000 -2.43 1.48 2.13
O 2.15359 -0.05596 1.47074 2.17 3.25 4.16
H 3.17428 0.05154 1.48014 -2.31 -0.44 -0.49
H 1.99181 0.57375 2.37048 0.30 -2.69 -3.52
O 0.72418 3.66908 -1.01212 -3.64 3.28 -0.73
H -0.00505 4.40540 -1.47028 3.60 -3.59 1.61
H 1.20558 3.16870 -1.66240 0.10 0.42 -0.79
O -0.60646 -0.91943 2.86584 4.64 -6.88 -1.95
H -0.50570 -0.18129 3.28618 2.41 6.82 4.81
H -1.42363 -0.73105 2.64529 -7.20 0.28 -2.59
O -0.84732 -1.70844 0.37380 1.15 3.27 -5.39
H -0.46622 -2.10708 -0.44380 -0.32 -0.10 1.07
H -1.02321 -2.35659 0.94750 -1.15 -3.79 3.56

(6)
11
Properties=species:S:1:pos:R:3:forces:R:3 method="wB97M-V/def2-TZVPD" orbital_gap_ev=2.31 spin_multiplicity=1 total_energy_ev=-28926.036 de_lowest_kj_mol=829.6 charge=0
Sn -0.74527 -1.55529 -0.95155 0.46 0.50 0.09
B -3.83015 0.83558 3.48380 -0.99 0.09 1.33
F -4.52143 -0.33065 3.29169 -1.40 -1.57 -0.22
F -4.62376 1.88657 3.89473 -0.82 0.71 -0.46
F -2.95798 0.63406 4.50108 1.96 -0.47 1.38
F -3.20082 1.06628 2.30935 1.56 0.94 -2.50
B 3.98800 -0.53373 -3.31008 0.05 0.48 0.79
F 3.65857 -1.77447 -2.74133 -0.69 -0.65 0.24
F 2.84841 0.25405 -3.48075 -2.12 0.33 0.32
F 4.83132 0.14377 -2.48840 0.97 0.62 1.60
F 4.55309 -0.62620 -4.50853 1.03 -0.99 -2.57

(7)
53
Properties=species:S:1:pos:R:3:forces:R:3 method="wB97M-V/def2-TZVPD" orbital_gap_ev=9.38 spin_multiplicity=1 total_energy_ev=-98256.461 de_lowest_kj_mol=79.3 charge=0
O -6.64972 -2.63874 30.92002 0.01 -0.58 -0.30
H -7.22816 -3.43398 30.89444 0.19 -0.19 -0.44
H -6.37860 -2.43351 31.85767 -0.03 0.28 0.09
H -7.10001 -1.87694 30.42591 -0.41 0.16 0.22
As -6.69500 -2.27571 26.56945 0.11 -0.56 0.03
F -5.73282 -2.40389 28.01352 0.12 0.05 0.21
F -8.03771 -1.78305 27.57966 -0.21 0.38 0.07
F -7.67426 -2.19917 25.16243 -0.35 0.21 -0.06
F -5.41143 -2.89541 25.61112 0.32 0.09 0.05
F -7.23907 -3.92552 26.85180 -0.08 -0.22 -0.15
F -6.17649 -0.64629 26.38047 -0.05 0.24 -0.02
C -7.63906 1.67708 29.53047 -0.09 0.14 -0.28
C -7.38789 0.63180 30.60426 -0.36 0.07 0.41
C -7.84659 1.10937 31.97053 0.64 0.56 0.46
O -8.10807 -0.60761 30.35362 0.53 0.38 -0.22
H -8.64271 1.61348 29.09798 -0.04 -0.11 0.17
H -6.93507 1.60201 28.70349 -0.01 -0.12 0.00
H -7.55756 2.67384 29.96403 0.09 0.00 -0.03
H -6.31582 0.41736 30.59674 -0.04 -0.26 0.15
H -7.61774 0.42396 32.78933 -0.33 -0.43 -0.32
H -8.91060 1.33885 31.94450 -0.04 -0.05 0.10
H -7.29915 2.00963 32.27822 -0.17 0.12 -0.34
H -8.71394 -0.42829 29.62601 0.11 -0.46 -0.28
C -9.97538 -5.44090 30.67314 -0.30 -0.68 -0.43
C -9.64653 -5.06167 29.24705 0.31 0.67 -0.67
C -10.55486 -3.99430 28.64615 -0.79 -0.12 0.14
O -8.29064 -4.59339 29.20829 -0.30 -0.13 0.37
H -9.53773 -6.41442 30.90465 0.36 0.23 0.20
H -11.04954 -5.61604 30.76712 -0.02 0.34 0.12
H -9.62999 -4.67449 31.36466 -0.08 -0.02 0.11
H -9.72628 -5.92222 28.57030 0.00 -0.22 0.33
H -10.43052 -3.91483 27.56584 0.33 0.12 0.05
H -10.41694 -3.01124 29.09919 0.18 -0.03 0.03
H -11.60847 -4.26835 28.78557 0.10 -0.03 0.08
H -8.11344 -4.33246 28.28461 0.41 0.06 0.25
C -6.08929 -0.43471 35.25623 -0.02 -0.09 0.10
C -5.38744 -0.83356 33.96751 0.91 1.03 0.53
C -3.90150 -1.07400 34.19640 0.19 -1.13 0.18
O -5.99282 -1.99090 33.38420 -0.29 0.02 -0.16
H -5.44521 0.20839 35.85526 0.05 0.02 -0.07
H -6.28312 -1.32627 35.86366 -0.05 0.06 0.03
H -7.01922 0.10824 35.08922 -0.09 -0.18 -0.05
H -5.44717 0.02382 33.29106 -0.37 -0.40 -0.42
H -3.73847 -1.67082 35.10236 -0.09 0.21 0.08
H -3.31004 -0.16517 34.27082 -0.16 0.14 0.00
H -3.48901 -1.70519 33.40579 -0.05 0.31 -0.22
H -6.48388 -2.44547 34.07501 -0.01 -0.02 -0.01
C -6.17570 -6.44901 32.53322 -0.58 -0.06 -0.35
O -6.66292 -5.10993 32.53120 0.06 0.65 -0.33
H -7.02314 -7.13396 32.62633 0.19 -0.13 0.45
H -5.77047 -6.66383 31.54686 0.23 0.31 0.02
H -5.41174 -6.58371 33.29506 -0.03 -0.23 0.05
H -6.88527 -4.82288 33.41903 0.01 -0.41 0.12

(8)
50
Properties=species:S:1:pos:R:3:forces:R:3 method="wB97M-V/def2-TZVPD" orbital_gap_ev="7.00 / 5.60" s_squared=8.81 spin_multiplicity=6 total_energy_ev=-36784.289 de_lowest_kj_mol=0.0 charge=+1
Ru -0.01872 -0.98308 -0.29380 -0.62 -0.15 -0.03
O -2.00247 3.26568 2.86791 -0.16 0.12 -0.17
C -2.51263 3.51341 1.65106 0.13 -0.10 0.24
C -3.32429 4.64096 1.53319 -0.09 0.16 0.00
C -3.87995 4.97779 0.32147 -0.04 0.05 -0.01
C -3.64822 4.20159 -0.82180 -0.04 0.06 0.02
C -2.86697 3.08360 -0.71506 0.07 -0.12 0.09
C -2.28633 2.70730 0.51546 -0.04 -0.02 -0.10
C -1.48702 1.49771 0.55295 0.00 0.10 0.29
O -1.39683 0.73376 -0.44799 -0.01 0.07 -0.01
N -0.80426 1.23016 1.72719 -0.05 0.08 -0.44
N -0.15819 0.09724 1.63752 0.45 -0.36 -0.38
C 1.01076 -0.03321 2.38562 -0.22 0.08 0.18
C 1.74314 -1.18959 2.16530 -0.09 -0.08 -0.08
C 2.98167 -1.47232 2.79058 -0.03 0.07 0.09
C 3.62814 -2.63978 2.50122 0.09 -0.13 -0.01
C 3.04949 -3.54505 1.59381 0.06 -0.04 0.08
C 1.85030 -3.21157 1.00104 -0.24 0.20 0.12
N 1.19757 -2.06770 1.25209 0.68 -0.27 -0.03
H -1.43614 2.47021 2.81074 0.05 0.00 0.03
H -3.49531 5.23662 2.42069 0.01 -0.02 -0.04
H -4.50523 5.85968 0.25353 0.02 -0.02 0.00
H -4.08058 4.47982 -1.77296 0.00 0.01 0.03
H -2.67349 2.46229 -1.57879 0.01 -0.01 0.02
H 1.36945 0.77688 3.00824 -0.12 0.01 0.01
H 3.39118 -0.75851 3.49446 -0.02 -0.02 -0.03
H 4.57620 -2.87184 2.96907 -0.03 0.01 -0.01
H 3.52489 -4.48766 1.36214 -0.02 0.03 -0.01
H 1.37212 -3.88583 0.29930 0.03 0.01 -0.06
N -1.81990 -2.84866 -3.59102 0.07 0.03 -0.01
C -1.43778 -2.27397 -2.45766 -0.04 -0.04 -0.11
O -0.25871 -1.86780 -2.31443 0.03 0.19 0.30
C -2.41569 -2.09433 -1.34098 -0.02 -0.13 0.08
C -1.64817 -2.19556 -0.02383 0.16 0.35 -0.05
H -1.16568 -2.93298 -4.35279 0.00 0.00 0.00
H -2.76287 -3.16983 -3.72218 -0.01 0.00 0.01
H -3.24942 -2.79740 -1.40521 0.01 -0.01 -0.06
H -2.82570 -1.08616 -1.45171 -0.03 0.02 0.01
H -1.26651 -3.20686 0.13549 0.04 -0.06 0.01
H -2.25929 -1.90892 0.82650 -0.03 0.01 0.07
C 3.69073 1.42220 -1.35614 0.02 0.03 -0.06
C 2.71245 0.29604 -1.28655 -0.07 0.07 0.00
C 2.99575 -1.00066 -1.98563 0.00 0.06 0.05
O 1.67595 0.45576 -0.64635 0.06 -0.20 -0.09
H 4.39524 1.30812 -2.17584 0.00 0.02 0.00
H 4.25163 1.43327 -0.41696 0.02 -0.03 -0.02
H 3.16078 2.37044 -1.42910 -0.01 -0.02 0.03
H 4.00306 -1.04819 -2.38883 0.01 0.01 0.01
H 2.27371 -1.10965 -2.79923 0.00 0.02 0.00
H 2.83213 -1.83343 -1.30170 0.00 -0.03 0.04